Entry from the Open Molecules 2025 dataset: a molecular structure, C27H27CsF18N6O3PS (ωB97M-V with the def2-TZVPD basis set).

```
84
Properties=species:S:1:pos:R:3:forces:R:3
Cs 1.0793 0.1879 -0.7952 -0.987 -1.278 -0.763
C 2.1881 4.3837 6.0241 -0.002 -0.071 -0.098
C 2.0747 3.8741 4.6106 0.031 0.037 -0.003
C 2.4372 4.6594 3.5252 -0.030 0.032 0.175
C 2.3398 4.1727 2.2383 -0.045 -0.232 -0.324
C 1.8861 2.8616 1.9799 -0.136 0.552 0.769
N 2.0072 2.3270 0.7440 0.755 -0.064 -0.008
C 1.7281 3.0132 -0.3749 -0.284 1.261 -0.224
C 0.6131 3.8846 -0.4097 0.111 -0.134 0.159
C 0.2349 4.5212 -1.5674 0.018 0.081 -0.117
C 0.9827 4.3597 -2.7299 -0.088 0.060 0.111
C 0.5687 5.0337 -4.0090 0.001 -0.126 0.054
C 2.1040 3.5291 -2.6974 -0.087 0.152 -0.014
C 2.4910 2.8368 -1.5652 0.092 0.003 0.034
C 3.7001 1.8566 -1.5272 0.808 0.300 -0.190
O 3.3753 0.6174 -1.2468 2.520 0.400 -0.406
C 4.4393 1.8607 -2.9208 0.021 -0.178 -0.101
F 4.9465 3.0694 -3.3152 -0.019 -0.198 0.092
F 5.4666 0.9888 -2.9471 -0.214 0.243 -0.027
F 3.6034 1.4630 -3.9050 0.131 0.028 0.092
C 4.7662 2.4786 -0.4926 0.087 0.071 0.148
F 4.6011 3.8257 -0.3198 0.096 -0.214 -0.017
F 4.6830 1.9183 0.7150 0.036 0.073 -0.204
F 6.0664 2.3333 -0.8722 -0.249 0.017 0.023
C 1.4521 2.0898 3.0824 -0.184 -0.137 -0.234
C 1.5865 2.5907 4.3645 0.100 0.192 -0.043
C 0.7943 0.7249 2.7668 -0.108 -0.253 0.634
O 0.4130 0.5542 1.5048 -0.478 0.261 2.228
C 1.8340 -0.3755 3.1937 0.097 -0.029 -0.055
F 3.0643 -0.1000 2.7262 -0.193 -0.023 0.011
F 1.9634 -0.5203 4.5473 0.018 -0.003 -0.335
F 1.5076 -1.5926 2.7102 0.083 0.332 0.168
C -0.4823 0.5256 3.6731 -0.186 -0.016 -0.043
F -1.4153 1.4219 3.3176 0.098 -0.137 0.075
F -0.9957 -0.7044 3.4813 0.062 0.173 0.093
F -0.3535 0.6475 5.0315 0.007 -0.040 -0.231
H 2.4949 5.4302 6.0347 0.013 -0.002 0.039
H 2.9227 3.8027 6.5876 -0.002 0.040 0.041
H 1.2323 4.3009 6.5459 0.014 0.015 0.029
H 2.8111 5.6649 3.6907 0.007 -0.004 -0.011
H 2.6782 4.7648 1.3971 0.004 0.005 0.013
H 0.0270 3.9818 0.4957 -0.044 -0.017 -0.028
H -0.6511 5.1460 -1.5753 -0.016 -0.022 -0.002
H -0.0787 5.8869 -3.8048 -0.007 0.014 -0.036
H 0.0142 4.3297 -4.6349 -0.002 0.046 -0.042
H 1.4354 5.3766 -4.5764 -0.001 -0.002 -0.010
H 2.6750 3.4515 -3.6104 -0.017 -0.035 0.038
H 1.2968 1.9869 5.2118 -0.025 -0.009 -0.031
C -4.0712 -2.6859 -0.2840 0.110 0.048 -0.033
C -4.3526 -1.2329 -0.2986 0.117 -0.118 0.106
N -5.4142 -0.6592 -0.7709 -0.135 0.119 -0.099
N -5.1767 0.6710 -0.5696 0.182 -0.128 0.077
C -3.9800 0.9354 0.0020 -0.297 -0.138 -0.193
S -3.3756 2.4282 0.4184 0.259 0.260 0.098
N -3.4617 -0.3057 0.1758 -0.188 0.051 -0.240
N -2.2864 -0.6355 0.8262 0.228 -0.211 0.487
H -4.9914 -3.2276 -0.4891 -0.007 -0.012 0.002
H -3.6544 -2.9794 0.6799 -0.040 -0.022 0.011
H -3.3255 -2.9281 -1.0447 -0.022 -0.002 0.049
H -5.7900 1.3751 -0.9290 -0.059 0.019 0.002
H -1.7308 0.1949 1.0353 -0.090 0.122 -0.056
H -1.7327 -1.2576 0.2485 -0.001 0.041 -0.267
F -0.6960 -0.9214 -2.0633 -1.664 -0.976 -1.270
P -1.6029 -0.9313 -3.4329 -0.339 -0.056 -0.387
F -2.2142 -2.3710 -2.9906 0.025 0.001 0.001
F -2.5053 -0.9606 -4.7775 0.085 -0.003 0.081
F -0.9809 0.4939 -3.8638 0.062 -0.069 0.150
F -0.3999 -1.6963 -4.2052 0.002 0.036 0.048
F -2.7918 -0.1842 -2.6330 0.070 -0.017 -0.029
C 2.5877 -4.3079 0.2759 -0.038 0.017 -0.103
N 1.1570 -4.3240 0.5136 -0.054 0.046 0.144
C 0.7543 -4.3510 1.9108 -0.020 -0.024 -0.045
C 0.2355 -3.9868 -0.4411 0.079 0.140 0.099
C 0.7654 -3.8119 -1.8456 -0.202 0.039 0.052
O -0.9454 -3.8296 -0.1639 0.047 -0.118 -0.064
H 3.0731 -4.8935 1.0564 0.011 -0.009 0.000
H 2.9965 -3.2922 0.3033 0.022 -0.019 0.024
H 2.8353 -4.7577 -0.6839 -0.001 0.013 0.014
H 0.8371 -5.3655 2.3138 0.001 -0.006 0.009
H -0.2772 -4.0196 1.9789 -0.011 -0.006 0.030
H 1.3791 -3.6764 2.4970 -0.055 -0.184 -0.062
H 1.1043 -4.7684 -2.2490 0.077 0.001 0.018
H 1.6018 -3.1131 -1.8508 0.031 0.007 -0.120
H -0.0309 -3.4220 -2.4717 0.009 -0.004 0.036
```
Forces are in eV/Å.

Output
**Energy above the lowest of the compared OMol25 structures with the same formula, charge and spin**: 46.5 kcal/mol
**⟨S²⟩**: 0.79
**Net charge**: -2
**HOMO level (alpha / beta)**: -2.776 / -2.932 eV
**Orbital gap (alpha / beta)**: 0.242 / 0.233 Ha
**2S+1**: 2
**E**: -113116.8037 eV
**Strongest force on any atom**: 0.05025 Eh/bohr

***

Entry from the Open Molecules 2025 dataset: 2 unconnected molecules or ions with the total composition C3H10N4 (ωB97M-V with the def2-TZVPD basis set).

```
17
Properties=species:S:1:pos:R:3:forces:R:3
H 2.1549 -1.3559 0.6074 -0.090 0.071 -0.205
N 2.1074 -0.4348 1.0363 0.272 -0.457 0.761
C 1.7028 0.4825 0.2698 -0.001 0.254 -0.223
C 1.5878 1.8854 0.7862 0.017 -0.157 -0.041
N 1.3736 0.3351 -1.0501 -0.002 -0.035 -0.443
H 1.8292 1.8857 1.8380 0.034 0.018 0.205
H 2.2730 2.5448 0.2621 0.098 0.129 -0.128
H 0.5743 2.2413 0.6468 -0.233 0.141 -0.018
H 1.3664 -0.5785 -1.4701 -0.022 0.122 0.038
H 1.0404 1.1126 -1.5902 -0.026 -0.087 0.050
H -2.4339 0.6201 0.0101 -0.046 -0.617 -0.102
N -1.5628 0.1784 0.4084 -0.075 1.758 0.260
N -1.4645 -1.0158 0.2775 0.789 -1.029 0.201
C -2.4571 -1.8025 -0.3855 -0.873 -0.050 -0.239
H -3.3211 -1.2151 -0.7389 0.117 -0.003 0.037
H -2.7905 -2.5732 0.3098 -0.017 0.006 -0.008
H -1.9799 -2.3103 -1.2175 0.058 -0.062 -0.147
```
Forces are in eV/Å.

Output
**Energy above the lowest of the compared OMol25 structures with the same formula, charge and spin**: 40.0 kcal/mol
**Net charge**: 0
**HOMO level**: -8.794 eV
**Orbital gap**: 0.354 Ha
**E**: -9231.8507 eV
**Strongest force on any atom**: 0.03459 Eh/bohr

***

Entry from the Open Molecules 2025 dataset: 3 unconnected molecules or ions with the total composition C33H67BF9IN3O14P2S2 (ωB97M-V with the def2-TZVPD basis set).

```
132
Properties=species:S:1:pos:R:3:forces:R:3
C 3.4476 -2.6902 -2.0922 -0.034 0.649 0.134
C 4.4784 -1.5887 -2.1476 2.548 -0.713 0.665
O 5.6381 -1.7773 -1.7843 -2.484 0.665 -1.009
O 4.0675 -0.3708 -2.6244 0.262 -0.224 0.566
C 3.0863 0.2249 -1.7641 -0.024 0.030 -0.439
C 2.8132 1.6462 -2.1855 -0.215 -0.458 0.380
C 1.6067 2.1371 -1.3989 0.032 -0.077 -0.748
C 1.1433 3.5263 -1.8044 0.163 -0.288 0.527
C 0.1409 4.1132 -0.8148 -0.204 -0.118 -0.943
C -1.1587 3.3036 -0.7113 0.572 -0.346 0.931
C -1.4449 2.8562 0.7370 -0.237 0.539 -0.747
C -2.7395 2.0288 0.7770 0.368 -0.313 -0.648
C -2.7623 0.6355 1.3868 0.836 -0.339 0.991
I -1.9864 0.9395 3.4176 -0.193 0.062 -0.027
C -1.8269 -0.4722 0.8299 0.349 0.859 1.667
S -0.0353 -0.3240 0.6650 0.373 0.438 -0.982
N -2.5282 -0.7973 -0.4224 -0.132 0.315 -0.836
C -1.8073 -1.5364 -1.5035 0.233 -0.493 -0.690
C -1.3437 -0.5527 -2.5632 0.392 0.514 -0.123
C -0.7470 -1.2431 -3.7876 0.015 -0.645 0.605
F 0.4266 -0.6942 -4.1364 -0.097 0.056 -0.086
F -0.4633 -2.5412 -3.4352 0.034 0.010 -0.042
C -1.7252 -1.3765 -4.9851 0.208 -0.497 -0.533
F -2.9398 -1.6715 -4.4845 0.213 0.038 -0.002
F -1.3348 -2.4157 -5.7422 -0.056 0.485 0.207
S -1.8284 0.1463 -6.1085 -0.885 -0.438 -0.453
F -2.3508 -0.7523 -7.2923 -0.019 -0.023 -0.110
F -0.3548 -0.1064 -6.5644 0.502 -0.011 0.064
F -1.3439 1.0619 -4.9105 0.237 0.326 0.369
F -3.3254 0.4059 -5.6851 -0.143 0.168 0.252
F -1.8848 1.4127 -7.0172 0.031 0.131 -0.194
C -3.8850 -1.2325 0.0734 -0.496 -0.881 0.040
C -3.8373 -2.7104 0.4975 -0.004 -0.457 0.124
C -5.2069 -3.4373 0.5837 0.624 -0.570 0.175
C -5.4007 -4.5438 -0.4354 -1.622 0.682 -1.566
O -6.3241 -4.4951 -1.2355 1.531 -0.409 1.406
O -4.5528 -5.5972 -0.3906 -0.440 -0.006 -0.442
P -4.9464 -1.2037 -1.4690 0.007 0.186 -0.619
O -4.5355 -0.1466 -2.4088 0.284 0.423 -0.082
C -4.1503 -0.1492 1.2147 -0.916 0.889 0.166
B -5.3540 0.8534 0.7813 -0.088 0.977 0.240
O -6.4987 0.9682 1.5492 0.409 -0.830 -0.312
O -5.2121 1.6333 -0.3245 -0.029 -1.096 -0.266
P -4.7336 -0.8855 2.7896 0.797 -0.878 0.762
O -3.8039 -1.8735 3.3457 0.400 -0.203 -0.168
O -5.0392 0.2835 3.8047 -0.062 0.170 -0.246
O -6.1499 -1.5852 2.5061 -0.055 0.682 -0.075
H 2.7801 -2.4808 -1.2614 -0.187 -0.023 0.201
H 3.9451 -3.6212 -1.8949 0.176 -0.358 -0.045
H 2.8418 -2.7263 -2.9890 -0.030 -0.023 -0.254
H 2.1544 -0.3289 -1.8679 -0.222 -0.234 0.136
H 3.4191 0.1843 -0.7280 0.113 -0.076 0.177
H 2.5829 1.6002 -3.2425 0.057 0.353 -0.370
H 3.6712 2.2765 -1.9974 0.299 0.161 -0.168
H 0.8036 1.4428 -1.6347 -0.224 -0.173 0.240
H 1.8029 2.0450 -0.3341 0.017 0.197 0.292
H 0.7057 3.4561 -2.7947 -0.125 0.101 -0.296
H 2.0130 4.1702 -1.8836 0.115 0.279 -0.006
H -0.1269 5.0908 -1.1962 0.129 0.463 0.323
H 0.6299 4.1946 0.1480 0.002 0.223 0.318
H -1.0699 2.3951 -1.3032 -0.179 -0.100 -0.417
H -1.9928 3.8975 -1.0562 -0.320 -0.018 -0.321
H -1.6125 3.7738 1.2866 0.089 0.081 0.502
H -0.5494 2.3920 1.1218 0.002 -0.344 0.282
H -3.5098 2.6122 1.2639 -0.268 0.069 0.189
H -3.0759 1.9473 -0.2584 -0.097 -0.001 -0.128
H -1.9638 -1.2433 1.5769 -0.158 -0.699 -0.316
H 0.3259 -0.3653 1.9520 -0.468 -0.119 0.176
H -2.7619 0.0998 -0.8775 0.150 0.142 0.009
H -2.4098 -2.3043 -1.9681 -0.557 -0.027 0.160
H -0.9394 -2.0404 -1.1117 0.076 -0.157 0.525
H -0.5424 0.0593 -2.1551 0.105 0.122 0.052
H -2.1327 0.1208 -2.8801 -0.304 -0.003 0.052
H -3.3238 -2.8353 1.4388 0.036 0.201 0.309
H -3.2401 -3.2797 -0.2075 0.266 0.219 -0.447
H -6.0669 -2.7928 0.5656 -0.202 0.192 -0.230
H -5.2280 -3.9288 1.5491 -0.073 -0.073 0.286
H -3.6315 -5.3316 -0.3600 0.252 0.018 0.421
H -6.2873 -1.1888 -1.0405 0.077 -0.077 0.182
H -4.7485 -2.4727 -2.0333 -0.207 -0.189 0.368
H -7.2743 0.6948 1.0540 -0.562 0.316 0.143
H -6.0433 1.7391 -0.7929 -0.211 0.691 -0.172
H -5.9629 0.2713 4.0710 -0.328 0.346 0.031
H -6.2459 -2.2098 3.2368 -0.246 -0.458 -0.021
C -5.3659 3.8421 4.3467 0.131 -0.046 0.001
O -4.0559 4.2707 4.6563 -0.228 0.009 -0.122
C -3.9404 5.6738 4.8805 0.367 0.171 0.022
C -3.7124 5.9869 6.3438 -0.178 -0.159 0.094
N -4.9022 5.7163 7.1391 0.130 -0.109 0.023
C -4.6923 5.7281 8.5866 -0.151 0.044 -0.096
C -3.7005 4.7393 9.1913 0.047 0.097 0.204
O -4.1052 3.3831 9.1370 0.020 -0.003 -0.116
C -3.8622 2.7209 7.9140 -0.106 -0.097 0.170
H -5.2927 2.8228 3.9729 0.047 -0.062 -0.007
H -6.0185 3.8389 5.2263 -0.084 0.064 -0.059
H -5.8162 4.4670 3.5693 -0.054 0.024 0.033
H -4.8089 6.2114 4.4904 -0.095 -0.074 0.067
H -3.0638 6.0120 4.3212 -0.013 -0.012 -0.030
H -3.4523 7.0445 6.4422 0.025 0.006 0.021
H -2.8483 5.3936 6.6717 0.098 0.090 -0.057
H -5.2708 4.8119 6.8815 -0.022 -0.031 -0.018
H -5.6637 5.5437 9.0499 0.004 0.026 0.043
H -4.3918 6.7386 8.8801 0.054 -0.003 0.001
H -3.6253 4.9754 10.2547 -0.006 -0.016 0.011
H -2.6894 4.8510 8.7814 -0.033 -0.032 -0.125
H -2.9463 3.0748 7.4326 -0.018 0.051 -0.052
H -4.7054 2.8302 7.2247 0.084 0.039 -0.125
H -3.7526 1.6577 8.1311 0.020 0.013 0.041
C 11.3881 -2.3069 -1.3411 -0.063 -0.110 0.078
O 10.1243 -2.9396 -1.3161 0.180 0.128 -0.078
C 9.1638 -2.3845 -2.2078 -0.359 -0.079 0.103
C 8.8918 -3.3036 -3.3798 0.237 -0.050 -0.052
N 10.0308 -3.3759 -4.2865 -0.038 -0.166 0.066
C 9.9541 -4.4382 -5.2873 0.087 0.198 0.011
C 9.8595 -5.8874 -4.8186 -0.083 -0.117 -0.185
O 11.0288 -6.3913 -4.2049 -0.020 0.037 0.083
C 11.1920 -6.0655 -2.8375 0.158 -0.088 -0.100
H 11.9483 -2.6609 -0.4773 -0.020 -0.036 0.008
H 11.9572 -2.5559 -2.2432 0.021 0.103 -0.029
H 11.2897 -1.2202 -1.2681 0.021 0.024 -0.047
H 9.4617 -1.3888 -2.5489 0.137 -0.034 -0.040
H 8.2353 -2.2754 -1.6441 -0.007 0.038 -0.002
H 8.0254 -2.9240 -3.9300 -0.024 -0.024 0.002
H 8.6287 -4.2863 -2.9660 -0.134 0.037 0.030
H 10.8734 -3.5093 -3.7452 0.036 0.027 0.031
H 10.8470 -4.3541 -5.9107 -0.014 -0.023 -0.045
H 9.0968 -4.2319 -5.9370 -0.040 -0.036 0.018
H 9.7160 -6.5009 -5.7117 0.009 -0.006 -0.006
H 8.9856 -6.0672 -4.1801 0.038 0.091 0.101
H 10.2348 -6.0153 -2.3126 -0.025 0.070 -0.002
H 11.7296 -5.1218 -2.7133 -0.096 0.058 0.099
H 11.7975 -6.8493 -2.3828 -0.018 -0.032 -0.033
```
Forces are in eV/Å.

Output
**Energy above the lowest of the compared OMol25 structures with the same formula, charge and spin**: 0.0 kcal/mol
**Net charge**: +1
**HOMO level**: -9.424 eV
**Orbital gap**: 0.240 Ha
**E**: -141918.6718 eV
**Strongest force on any atom**: 0.05371 Eh/bohr